{
  "formula": "C25H31NO11",
  "method": "ωB97M-V/def2-TZVPD",
  "gap_ha": 0.3634,
  "relative_energy_kj_mol": 2.6,
  "smiles": "COC(=O)[C@H](Cc1ccccc1)NC(=O)[C@]1(OC(C)=O)C[C@H](OC(C)=O)[C@H](OC(C)=O)[C@@H](OC(C)=O)C1",
  "homo_energy_ev": -9.30,
  "total_energy_ev": -50443.881,
  "symbols": ["C", "H", "H", "H", "O", "C", "O", "C", "N", "C", "O", "C", "C", "C", "C", "C", "C", "H", "H", "H", "O", "C", "O", "C", "H", "H", "H", "H", "O", "C", "O", "C", "H", "H", "H", "H", "O", "C", "O", "C", "H", "H", "H", "H", "H", "O", "C", "O", "C", "H", "H", "H", "H", "H", "C", "C", "C", "C", "C", "C", "C", "H", "H", "H", "H", "H", "H", "H"],
  "xyz": [[-0.565, -4.410, -0.956], [-0.937, -4.655, -1.949], [0.524, -4.344, -0.974], [-0.881, -5.164, -0.233], [-1.097, -3.138, -0.598], [-1.666, -3.008, 0.599], [-1.786, -3.895, 1.402], [-2.190, -1.591, 0.814], [-1.610, -0.675, -0.132], [-0.794, 0.320, 0.238], [-0.573, 0.629, 1.388], [-0.135, 1.074, -0.952], [0.840, 2.131, -0.418], [2.080, 1.530, 0.236], [2.776, 0.547, -0.710], [1.777, -0.533, -1.157], [0.598, 0.099, -1.885], [0.972, 0.649, -2.751], [-0.068, -0.686, -2.239], [2.294, -1.260, -1.798], [1.309, -1.196, 0.013], [1.964, -2.284, 0.447], [2.790, -2.873, -0.201], [1.502, -2.657, 1.826], [2.373, -2.813, 2.457], [0.881, -1.866, 2.233], [0.940, -3.589, 1.795], [3.176, 1.069, -1.589], [3.846, -0.067, -0.009], [4.863, -0.554, -0.744], [4.951, -0.397, -1.932], [5.819, -1.310, 0.127], [5.435, -2.326, 0.217], [6.802, -1.340, -0.332], [5.854, -0.863, 1.116], [1.825, 1.010, 1.167], [2.975, 2.599, 0.533], [3.719, 2.505, 1.649], [3.643, 1.611, 2.444], [4.657, 3.679, 1.744], [4.967, 3.817, 2.775], [4.176, 4.574, 1.362], [5.535, 3.471, 1.136], [0.318, 2.743, 0.318], [1.151, 2.770, -1.246], [-1.123, 1.857, -1.660], [-2.043, 1.345, -2.470], [-2.210, 0.170, -2.694], [-2.851, 2.447, -3.098], [-2.293, 2.854, -3.939], [-3.015, 3.241, -2.377], [-3.793, 2.048, -3.461], [-1.823, -0.828, -1.110], [-1.897, -1.258, 1.816], [-3.728, -1.598, 0.700], [-4.245, -0.199, 0.885], [-4.614, 0.567, -0.212], [-5.038, 1.874, -0.045], [-5.092, 2.430, 1.221], [-4.724, 1.672, 2.320], [-4.304, 0.366, 2.153], [-4.017, -0.223, 3.012], [-4.764, 2.101, 3.310], [-5.419, 3.451, 1.352], [-5.331, 2.459, -0.905], [-4.571, 0.137, -1.203], [-4.009, -1.976, -0.285], [-4.126, -2.269, 1.463]],
  "atomic_forces_ev_per_a": [[0.055, -0.498, 0.051], [0.032, 0.036, 0.054], [-0.053, 0.027, -0.003], [0.057, 0.056, -0.132], [0.054, 0.184, -0.317], [-0.093, 0.182, 0.364], [-0.047, 0.000, 0.074], [0.043, -0.066, 0.042], [-0.392, -0.354, -0.023], [-0.287, 0.276, -0.396], [0.136, 0.151, 0.396], [0.508, -0.153, 0.089], [-0.034, -0.144, 0.172], [-0.010, -0.697, 0.055], [-0.424, 0.127, -0.218], [0.706, 0.182, -0.564], [-0.121, -0.234, 0.288], [0.014, -0.006, -0.002], [0.117, 0.098, -0.031], [-0.145, 0.222, 0.100], [-0.090, 0.181, 0.056], [0.046, -0.292, 0.150], [0.051, -0.031, -0.051], [0.019, 0.078, -0.055], [0.043, -0.005, 0.005], [-0.057, 0.010, 0.113], [-0.030, -0.069, -0.046], [-0.165, -0.080, 0.129], [-0.149, 0.118, 0.370], [0.235, -0.074, -0.067], [-0.004, -0.032, -0.116], [-0.031, 0.032, -0.087], [-0.018, -0.055, 0.038], [0.003, 0.017, -0.031], [0.040, -0.011, 0.079], [0.007, 0.159, -0.248], [-0.092, 0.223, -0.389], [0.258, 0.192, 0.305], [-0.035, -0.068, 0.093], [-0.122, -0.116, 0.077], [0.000, -0.027, 0.014], [0.025, 0.083, -0.032], [0.058, 0.005, -0.065], [0.037, 0.010, -0.038], [-0.044, -0.025, -0.083], [0.155, 0.289, 0.253], [-0.390, 0.079, -0.328], [0.006, -0.076, -0.098], [-0.006, -0.123, 0.072], [0.051, 0.044, -0.049], [-0.027, 0.080, 0.011], [-0.006, -0.033, -0.004], [0.207, 0.181, 0.113], [-0.041, -0.152, -0.168], [0.202, 0.110, 0.161], [-0.093, -0.116, -0.029], [-0.031, -0.021, 0.032], [-0.014, 0.076, -0.063], [-0.022, 0.112, 0.015], [0.002, 0.052, 0.077], [-0.024, -0.026, -0.083], [0.049, -0.074, 0.120], [-0.004, 0.034, 0.085], [-0.031, 0.077, 0.016], [-0.036, 0.054, -0.075], [0.009, -0.073, -0.105], [-0.044, -0.057, 0.001], [-0.012, -0.048, -0.074]]
}